# 1
ORCA calculation (ωB97M-V/def2-TZVPD) on C37H39N8O3RhS as an isolated structure in a non-equilibrium geometry.

Geometry (Å):
Rh  11.403  12.456  8.583
C  15.643  19.754  17.056
O  16.676  18.720  17.052
C  16.580  17.622  16.202
C  17.707  17.269  15.405
C  17.579  16.269  14.437
C  16.402  15.467  14.511
C  15.371  15.686  15.475
C  15.419  16.884  16.142
N  16.371  14.432  13.628
N  15.237  13.788  13.608
C  14.932  13.088  12.459
C  15.797  13.100  11.338
C  15.304  12.801  10.069
C  13.941  12.576  9.911
O  13.411  12.541  8.748
C  13.070  12.417  10.988
N  11.707  12.248  10.716
C  10.850  11.977  11.678
C  11.316  11.969  13.024
C  12.649  12.430  13.330
C  13.555  12.571  12.325
H  15.098  19.561  18.014
H  14.960  19.728  16.145
H  16.200  20.716  17.055
H  18.666  17.817  15.439
H  18.283  15.983  13.684
H  14.524  15.014  15.498
H  14.553  17.241  16.650
H  16.782  13.426  11.624
H  15.984  12.669  9.260
H  9.782  11.837  11.560
H  10.628  11.611  13.830
H  13.037  12.689  14.287
C  8.690  10.911  8.542
N  7.268  10.786  8.239
C  7.047  11.041  6.802
N  7.514  12.367  6.430
C  8.914  12.503  6.746
N  9.250  12.258  8.212
C  8.452  13.303  8.912
N  6.964  13.192  8.619
C  6.580  11.835  8.993
C  6.717  13.384  7.218
H  9.198  10.186  7.925
H  8.755  10.668  9.574
H  5.989  10.991  6.550
H  7.618  10.335  6.238
H  9.183  13.524  6.412
H  9.440  11.687  6.146
H  8.879  14.325  8.675
H  8.618  13.208  10.009
H  5.507  11.653  8.732
H  6.685  11.681  10.069
H  7.063  14.360  6.834
H  5.636  13.247  7.027
O  11.319  14.501  8.749
S  12.049  15.289  7.518
C  11.052  16.743  7.382
C  9.757  16.811  7.961
C  8.932  17.961  7.712
C  9.346  19.003  6.888
C  10.699  18.929  6.448
C  11.530  17.850  6.668
C  13.551  15.860  8.259
C  13.674  16.278  9.592
C  14.863  16.877  9.989
C  15.907  17.098  9.079
C  15.811  16.571  7.763
C  14.609  15.950  7.348
H  9.490  15.978  8.559
H  7.972  17.933  8.164
H  8.630  19.783  6.710
H  11.069  19.803  5.920
H  12.511  17.824  6.229
H  12.891  16.230  10.355
H  15.006  17.192  11.046
H  16.881  17.535  9.359
H  16.606  16.681  7.014
H  14.509  15.580  6.331
C  12.496  7.648  6.135
C  12.931  9.156  6.086
C  12.255  9.874  7.170
N  11.750  10.705  7.800
H  13.123  7.165  5.407
H  11.438  7.566  5.805
H  12.619  7.186  7.104
H  12.826  9.683  5.090
H  14.033  9.217  6.271

Forces on atoms 1 to 6 (eV/Å):
-2.64 1.12 0.55
-0.37 -0.51 0.12
0.30 -1.15 -1.92
1.34 2.02 0.50
0.72 -0.04 -1.03
-1.43 0.25 2.13

Properties
- Spin multiplicity: 5
- Total charge: +2
- Energy: -70887.78930 eV
- Energy relative to the best compared isomer or geometry (same formula, charge and spin): 37.7 kcal/mol

# 2
ORCA calculation (ωB97M-V/def2-TZVPD) on one molecule with the formula C4H7NO2 in a non-equilibrium geometry.

Geometry (Å):
C  1.329  -1.511  -0.151
N  0.632  -0.593  -0.660
C  -0.139  0.185  0.157
C  0.364  1.627  -0.139
O  -0.095  0.127  1.554
C  -1.802  -0.195  -0.445
O  -2.417  -0.991  0.268
H  1.738  -2.060  -1.000
H  1.623  -1.627  0.929
H  1.292  1.794  0.250
H  -0.307  2.397  0.066
H  0.444  1.576  -1.206
H  -0.565  -0.726  1.850
H  -2.096  -0.003  -1.473

Forces on atoms 1 to 6 (eV/Å):
1.23 -0.19 -0.90
-0.42 -1.98 0.29
-2.67 4.23 0.36
-2.52 -2.13 -2.22
-1.21 -3.05 0.26
1.92 -2.53 3.54

Properties
- Structure (SMILES): C=N[C@](C)(O)C=O
- Spin multiplicity: 1
- Total charge: 0
- Energy: -9843.90389 eV
- Energy relative to the best compared isomer or geometry (same formula, charge and spin): 77.8 kcal/mol

# 3
ORCA calculation (ωB97M-V/def2-TZVPD) on a 5-piece molecular cluster, C23H35BrF12N3O9 overall.

Geometry (Å):
C  -1.450  -1.177  3.698
C  -1.900  -1.144  2.254
C  -1.739  -2.455  1.461
N  -3.102  -3.009  1.350
C  -3.971  -2.024  1.619
N  -5.268  -2.061  1.453
C  -6.054  -3.186  0.927
C  -7.422  -3.351  1.609
C  -7.485  -2.929  3.073
Br  -9.316  -2.730  3.654
N  -3.366  -0.859  2.074
O  -4.049  -0.395  3.214
H  -2.035  -1.870  4.311
H  -0.412  -1.509  3.724
H  -1.504  -0.192  4.156
H  -1.349  -0.377  1.713
H  -1.406  -2.220  0.451
H  -1.043  -3.172  1.891
H  -3.325  -3.945  1.652
H  -5.755  -1.210  1.707
H  -5.456  -4.091  1.023
H  -6.196  -3.008  -0.140
H  -8.190  -2.830  1.037
H  -7.672  -4.412  1.558
H  -7.048  -3.682  3.727
H  -7.010  -1.973  3.277
H  -4.076  -1.126  3.854
C  -2.145  0.867  -1.234
C  -3.606  1.094  -0.925
O  -4.003  2.454  -1.193
C  -4.308  2.719  -2.460
O  -4.292  1.954  -3.376
C  -4.752  4.196  -2.597
F  -3.935  5.014  -1.929
F  -5.986  4.332  -2.093
F  -4.770  4.556  -3.871
H  -1.524  1.564  -0.671
H  -1.860  -0.149  -0.948
H  -1.937  0.988  -2.296
H  -3.795  0.963  0.139
H  -4.249  0.424  -1.498
C  2.878  1.830  2.877
C  2.818  2.066  1.390
O  2.987  0.813  0.659
C  1.934  0.059  0.509
O  0.808  0.251  0.887
C  2.286  -1.203  -0.321
F  3.426  -1.761  0.065
F  2.383  -0.871  -1.615
F  1.307  -2.109  -0.202
H  3.812  1.335  3.133
H  2.854  2.791  3.390
H  2.038  1.230  3.227
H  3.654  2.672  1.052
H  1.883  2.525  1.071
C  1.270  0.102  -4.670
C  1.907  -1.256  -4.860
O  1.576  -1.803  -6.158
C  2.314  -1.371  -7.170
O  3.215  -0.588  -7.129
C  1.871  -2.071  -8.479
F  0.540  -2.098  -8.594
F  2.315  -3.335  -8.480
F  2.374  -1.445  -9.533
H  0.192  0.040  -4.823
H  1.461  0.460  -3.659
H  1.679  0.826  -5.374
H  1.515  -1.987  -4.156
H  2.991  -1.213  -4.758
C  8.586  3.669  4.178
C  8.318  3.886  2.708
O  8.167  2.614  2.017
C  6.986  2.045  2.083
O  5.998  2.445  2.635
C  6.979  0.722  1.276
F  8.062  -0.015  1.512
F  6.931  0.999  -0.034
F  5.901  0.002  1.588
H  9.466  3.042  4.318
H  8.770  4.631  4.656
H  7.734  3.200  4.667
H  9.157  4.357  2.205
H  7.419  4.476  2.539

Forces on atoms 1 to 6 (eV/Å):
-0.08 -0.20 0.09
-0.03 0.33 -0.25
0.05 -0.11 -0.32
-0.03 0.53 0.40
-0.19 0.02 -0.11
-0.08 -0.08 0.27

Properties
- Spin multiplicity: 1
- Total charge: +1
- Energy: -149963.17547 eV